Entry 1:
Entry from the Open Molecules 2025 dataset: a structure of composition C40H54As2BiGeN9O2Se in a non-equilibrium geometry (wB97M-V/def2-TZVPD).

XYZ file:
```
110
Properties=species:S:1:pos:R:3:lowdin_charge:R:1
Bi -0.62391 0.65292 -0.19575 1.154
C 4.66238 3.05936 -2.85672 -0.325
As 2.94358 3.11661 -3.93427 1.116
C 3.17459 4.95970 -4.58984 -0.363
C 3.43610 2.19377 -5.64378 -0.432
C 4.49935 2.56158 -6.50363 -0.112
C 4.71881 1.94449 -7.74098 -0.098
C 3.71500 1.11681 -8.20153 -0.097
C 2.62745 0.76770 -7.38132 -0.125
C 2.53754 1.23569 -6.07668 -0.374
As 0.88143 0.56883 -4.95053 0.807
C -0.53057 0.50649 -6.32559 -0.315
C 1.23792 -1.32903 -4.63787 -0.283
H 4.87778 2.01414 -2.70886 -0.020
H 4.50703 3.63448 -1.93385 0.019
H 5.47593 3.40585 -3.48872 0.004
H 4.26273 5.20209 -4.52002 0.011
H 2.60971 5.73498 -4.00654 0.026
H 2.98989 5.06709 -5.69910 0.036
H 5.06920 3.45175 -6.19673 0.095
H 5.59479 2.17667 -8.36106 0.109
H 4.00467 0.61307 -9.12974 0.105
H 1.88493 0.05586 -7.74742 0.081
H -0.21511 -0.18710 -7.21026 0.053
H -0.81867 1.46031 -6.74663 0.021
H -1.35473 0.08658 -5.77641 0.000
H 1.94747 -1.61455 -5.40864 0.017
H 0.30197 -1.91077 -4.68220 0.043
H 1.75642 -1.35325 -3.67246 0.001
C -4.52266 5.16687 2.29141 -0.045
N -3.48786 4.61315 1.37458 -0.156
C -3.52287 3.50697 0.58922 -0.149
N -2.27585 3.03375 0.36823 -0.019
C -1.49191 3.97422 1.04741 -0.211
N -2.20440 4.84693 1.76265 0.085
C -4.04228 4.81720 3.75554 -0.159
C -4.28284 5.82192 4.73578 -0.057
C -3.87935 5.75927 6.05869 -0.051
C -3.29192 4.55536 6.46275 -0.013
C -3.25123 3.50980 5.57558 -0.173
C -3.55513 3.55561 4.19992 0.054
C -2.81666 2.21467 6.01262 -0.200
N -2.48789 1.80138 7.25840 0.111
N -2.23417 0.44726 7.17522 0.082
C -2.60217 -0.00097 6.07669 -0.294
O -3.02486 1.03545 5.22033 0.074
C -2.59527 -1.39805 5.62247 -0.138
C -2.20322 -2.35932 6.61509 -0.011
C -2.12153 -3.67138 6.19646 -0.071
C -2.43413 -3.92131 4.86662 -0.072
C -2.86327 -3.03021 3.92695 -0.176
C -3.29938 -3.51814 2.54583 -0.097
N -3.33233 -2.56544 1.41847 -0.180
C -2.17313 -2.27747 0.61608 -0.446
N -2.42794 -0.91207 0.17074 -0.215
C -3.58668 -0.57002 0.70381 -0.312
N -4.11870 -1.46984 1.54293 0.022
C -2.92027 -1.66401 4.32048 0.044
H -5.42122 4.61314 1.87969 0.142
H -4.47748 6.22201 2.07131 0.112
H -4.44455 3.07696 0.03390 0.162
H -0.42012 3.94084 1.34416 0.114
H -4.86478 6.70567 4.37135 0.121
H -4.16712 6.60062 6.68966 0.112
H -2.86803 4.44675 7.41547 0.103
H -3.49537 2.66904 3.56618 0.128
H -2.03208 -2.08698 7.64107 0.105
H -2.01444 -4.44626 6.92643 0.099
H -2.47783 -4.98236 4.56156 0.121
H -4.35104 -3.88101 2.63398 0.133
H -2.70637 -4.35807 2.13999 0.109
H -1.29247 -2.41016 1.31023 0.123
H -4.19054 0.30871 0.51512 0.090
H -3.31558 -0.91487 3.62060 0.111
O 1.35340 -0.65781 -0.79314 -0.260
C 2.59940 -0.45446 -0.58142 -0.377
C 3.11615 0.68149 0.41319 -0.115
C 3.80928 0.00133 1.59405 -0.211
C 5.02514 -0.80682 1.22981 -0.248
C 4.74481 -2.22345 0.82947 -0.205
C 4.26510 -2.40633 -0.65844 -0.138
N 3.58468 -1.16543 -1.22866 0.049
H 2.19123 1.31837 0.56367 0.072
H 3.86489 1.28446 -0.14582 0.113
H 3.08643 -0.55163 2.22520 0.128
H 4.18074 0.90206 2.19550 0.136
H 5.64021 -0.90959 2.18229 0.133
H 5.67597 -0.25985 0.56346 0.113
H 3.96223 -2.75425 1.52084 0.145
H 5.68458 -2.80833 0.88857 0.108
H 3.63277 -3.37465 -0.66514 0.123
H 5.13469 -2.62544 -1.31186 0.114
H 4.29547 -0.56599 -1.60123 0.110
Se -0.21539 1.43896 -2.90432 -0.194
C -0.08262 -5.37992 1.12293 -0.235
Ge -0.79114 -4.80195 -0.71177 0.858
C -2.05181 -6.20293 -1.38874 -0.233
C 0.71130 -4.60855 -2.00353 -0.217
C -1.91979 -3.14229 -0.63057 -0.228
H 0.82586 -6.02201 0.95827 0.012
H -0.87999 -6.07179 1.45655 0.000
H 0.18652 -4.58915 1.85288 0.007
H -2.09859 -5.99340 -2.45384 0.004
H -3.02113 -6.25771 -0.90929 0.009
H -1.45813 -7.15167 -1.22719 0.029
H 1.65449 -4.99172 -1.66595 -0.014
H 0.68247 -3.53706 -2.23773 -0.007
H 0.48686 -5.29530 -2.88008 0.036
H -2.90280 -3.46952 -1.04624 0.079
H -1.55803 -2.54544 -1.45625 0.039
```

Calculated values
Net charge   0
Energy   -11364.07759 Eh
M   1203.33 g/mol
Relative energy (zero: lowest compared OMol25 entry of this formula, charge and spin)   767.6 kJ/mol
Orbital gap   0.1967 hartree
Lowest unoccupied orbital energy   -0.0022 Eh
E_HOMO   -5.41 eV

Entry 2:
Entry from the Open Molecules 2025 dataset: a cluster of 2 separate species, C10H13Cl2NO2S in total in a non-equilibrium geometry (wB97M-V/def2-TZVPD).

XYZ file:
```
29
Properties=species:S:1:pos:R:3:nbo_charge:R:1
C -1.99922 -2.68447 -1.24728 -0.416
N -0.64504 -3.23990 -1.14762 -0.343
C -0.47623 -4.69642 -1.39838 -0.421
C 0.34306 -2.43888 -0.91290 0.171
Cl 1.95807 -2.97101 -0.92219 0.113
H -2.70007 -3.51050 -1.26925 0.213
H -2.19798 -2.02466 -0.39778 0.252
H -2.11056 -2.10767 -2.17273 0.220
H -1.47903 -5.10117 -1.45986 0.216
H 0.04938 -4.85941 -2.34713 0.225
H 0.08636 -5.15689 -0.57290 0.239
H 0.18881 -1.32120 -0.86839 0.332
Cl 0.33383 -1.89605 1.97488 -0.049
C 0.03519 -0.61626 0.89113 -0.953
S 1.40212 0.52593 0.61908 2.112
C 0.82476 2.21847 0.78076 -0.239
C 0.28941 2.80800 -0.35083 -0.216
C -0.13187 4.13020 -0.32433 -0.220
C -0.01151 4.86879 0.85151 -0.196
C 0.53361 4.27708 1.99289 -0.217
C 0.95455 2.95236 1.95131 -0.210
O 2.38245 0.33025 1.67216 -0.962
O 1.78608 0.40707 -0.77049 -0.985
H -0.74558 0.01855 1.30160 0.208
H 0.21611 2.24127 -1.26486 0.235
H -0.55068 4.58256 -1.22219 0.215
H -0.35654 5.90263 0.87664 0.214
H 0.62378 4.86611 2.90816 0.218
H 1.39673 2.49523 2.82896 0.242
```

Calculated values
Net charge   0
Energy   -1912.50527 Eh
M   282.19 g/mol
Orbital gap   0.2437 hartree
Lowest unoccupied orbital energy   -0.0089 Eh
E_HOMO   -6.87 eV

Entry 3:
Entry from the Open Molecules 2025 dataset: the molecule C3H8N4 in a non-equilibrium geometry (wB97M-V/def2-TZVPD).

XYZ file:
```
15
Properties=species:S:1:pos:R:3:nbo_charge:R:1
C 1.40964 0.05051 2.10806 -0.666
C 0.21228 0.16900 1.23549 0.171
N 0.03649 1.17916 0.50953 -0.446
C -1.08707 1.23049 -0.38386 -0.108
N -1.07370 0.31082 -1.49155 -0.280
N -0.22333 -0.61287 -1.44234 -0.008
N -0.19927 -1.41131 -2.48915 -0.607
H 1.10302 -0.08063 3.14490 0.219
H 1.98633 -0.82636 1.81706 0.222
H 2.02711 0.93869 2.01599 0.231
H -0.49560 -0.67229 1.28489 0.141
H -1.12244 2.23453 -0.82294 0.198
H -2.04025 1.05830 0.14377 0.180
H -0.89431 -1.32842 -3.22604 0.369
H 0.36108 -2.23962 -2.40382 0.383
```

Calculated values
Net charge   0
Energy   -338.05198 Eh
M   100.12 g/mol
Relative energy (zero: lowest compared OMol25 entry of this formula, charge and spin)   267.3 kJ/mol
Orbital gap   0.3665 hartree
Lowest unoccupied orbital energy   0.0421 Eh
E_HOMO   -8.83 eV

Entry 4:
Entry from the Open Molecules 2025 dataset: a cluster of 8 separate species, C30H39F21O18S in total in a non-equilibrium geometry (wB97M-V/def2-TZVPD).

XYZ file:
```
109
Properties=species:S:1:pos:R:3:lowdin_charge:R:1
C -11.74101 -16.90700 -4.66564 -0.017
C -12.25492 -16.13281 -6.00943 -0.205
O -11.80845 -16.78056 -7.13733 0.017
C -12.58773 -17.64480 -7.83347 -0.268
O -13.83412 -17.78250 -7.64150 0.088
C -11.88360 -18.25868 -9.07303 -0.585
F -12.77964 -18.85159 -9.87161 0.180
F -11.19866 -17.30183 -9.76743 0.145
F -10.98692 -19.02054 -8.59805 0.235
H -10.65874 -16.95019 -4.78779 0.073
H -12.30737 -17.83595 -4.59940 0.062
H -11.92477 -16.36204 -3.73971 0.050
H -11.96615 -15.08180 -6.01980 0.124
H -13.33980 -16.03713 -5.96495 0.108
C -14.52198 -21.31814 -4.81686 -0.035
C -15.23372 -20.88222 -3.51413 -0.158
O -14.32593 -20.23034 -2.58449 0.022
C -13.73756 -20.93069 -1.61601 -0.373
O -13.85668 -22.13346 -1.48979 0.155
C -12.88346 -20.17434 -0.60569 -0.414
F -12.68806 -18.88243 -1.03046 0.115
F -13.63651 -20.16884 0.58712 0.109
F -11.64523 -20.67490 -0.33331 0.155
H -13.94251 -20.50519 -5.25438 0.073
H -15.18593 -21.74933 -5.56609 0.054
H -13.79855 -22.12831 -4.72536 0.074
H -15.70137 -21.72391 -3.00328 0.117
H -16.15593 -20.33630 -3.71317 0.104
C -22.83578 -18.67639 -7.50264 -0.056
C -22.34170 -17.74659 -6.38909 -0.170
O -22.04140 -16.41628 -6.88245 0.032
C -23.01784 -15.57886 -7.24835 -0.357
O -24.20247 -15.76219 -7.39770 0.166
C -22.43184 -14.22673 -7.77631 -0.523
F -23.11663 -13.75005 -8.80767 0.170
F -22.66284 -13.24656 -6.88716 0.141
F -21.08967 -14.22960 -7.96229 0.140
H -23.04551 -19.70935 -7.22497 0.082
H -22.09918 -18.84546 -8.28811 0.068
H -23.74919 -18.24498 -7.91211 0.075
H -21.45961 -18.21589 -5.95345 0.096
H -23.06171 -17.81583 -5.57368 0.128
C -14.49389 -24.08068 -7.52042 -0.055
C -13.71187 -25.38062 -7.12841 -0.174
O -14.63089 -26.41753 -7.54881 -0.041
C -14.21845 -27.78676 -7.46282 -0.272
O -13.08195 -28.12061 -7.10071 0.129
C -15.26933 -28.86818 -7.68412 -0.464
F -15.80209 -29.06009 -6.46662 0.175
F -16.24629 -28.43213 -8.60184 0.101
F -14.67771 -29.96508 -8.23279 0.153
H -13.88919 -23.23266 -7.19901 0.061
H -15.41567 -23.82972 -6.99560 0.061
H -14.72287 -24.09216 -8.58602 0.081
H -13.66099 -25.41034 -6.04000 0.124
H -12.77457 -25.55235 -7.65764 0.125
C -19.51253 -18.94822 -14.35656 -0.064
C -20.61260 -17.93833 -13.98028 -0.185
O -20.33697 -17.04831 -12.88158 0.032
C -20.82032 -17.14731 -11.63587 -0.329
O -21.72354 -17.93842 -11.30882 0.122
C -20.17889 -16.26603 -10.57646 -0.517
F -20.14913 -16.96167 -9.37554 0.119
F -18.95101 -15.74113 -10.85389 0.157
F -21.03311 -15.30364 -10.47457 0.209
H -18.71194 -18.42864 -14.88304 0.073
H -19.84320 -19.50381 -15.23410 0.078
H -19.22381 -19.58941 -13.52372 0.083
H -21.45270 -18.54180 -13.63656 0.114
H -20.82185 -17.46452 -14.93935 0.125
C -19.70190 -23.93626 -4.09835 -0.046
C -19.07030 -22.66862 -3.49677 -0.209
O -20.12423 -21.73291 -3.13122 -0.010
C -19.79767 -20.65902 -2.23865 -0.268
O -18.74410 -20.55661 -1.61940 0.140
C -20.77780 -19.50813 -2.07811 -0.561
F -20.53370 -18.58470 -2.99196 0.176
F -22.03451 -19.91537 -2.19579 0.183
F -20.56946 -18.87470 -0.89095 0.150
H -20.33638 -24.36889 -3.32481 0.081
H -18.93795 -24.66690 -4.36415 0.081
H -20.24700 -23.70856 -5.01438 0.077
H -18.35525 -22.13919 -4.12645 0.092
H -18.54269 -22.99755 -2.60148 0.118
C -14.42398 -16.39778 -2.44255 -0.035
C -16.02950 -16.21130 -2.37386 -0.114
O -16.42308 -15.43810 -3.54611 0.050
C -17.60884 -15.56534 -4.02542 -0.442
O -18.48938 -16.26534 -3.56308 0.138
C -17.91348 -14.59430 -5.11413 -0.574
F -16.83029 -13.94913 -5.56205 0.171
F -18.45934 -15.24595 -6.09100 0.216
F -18.73819 -13.64126 -4.60757 0.166
H -14.06810 -16.68448 -1.45298 0.068
H -13.87122 -15.54272 -2.83170 0.070
H -14.30304 -17.30179 -3.03942 0.052
H -16.28320 -15.42904 -1.65844 0.126
H -16.48791 -17.14751 -2.05534 0.126
O -19.92490 -20.84674 -7.01554 -0.220
S -18.50612 -20.72490 -6.79270 0.720
O -17.68621 -21.92470 -6.77678 -0.246
O -17.80869 -19.53755 -7.66419 -0.178
C -17.70387 -18.34614 -7.00790 -0.177
C -18.26849 -18.52488 -5.57024 -0.209
O -18.16950 -19.85519 -5.39641 -0.225
H -16.66022 -18.06209 -7.14291 0.132
H -18.37726 -17.71079 -7.58320 0.118
H -19.29211 -18.15821 -5.49378 0.115
H -17.56517 -18.29497 -4.76988 0.132
```

Calculated values
Net charge   0
Energy   -5016.13258 Eh
M   1118.65 g/mol
Relative energy (zero: lowest compared OMol25 entry of this formula, charge and spin)   408.4 kJ/mol
Orbital gap   0.4174 hartree
Lowest unoccupied orbital energy   0.0065 Eh
E_HOMO   -11.18 eV

Entry 5:
Entry from the Open Molecules 2025 dataset: the ion C10H11N2O2 with charge +1 in a non-equilibrium geometry (wB97M-V/def2-TZVPD).

XYZ file:
```
25
Properties=species:S:1:pos:R:3:nbo_charge:R:1
C -3.46571 -0.18496 0.82218 -0.218
C -3.66325 -1.26124 -0.02729 -0.162
C -2.45373 0.71136 0.69099 -0.181
C -2.85607 -1.27041 -1.15412 -0.323
C -1.51877 0.56844 -0.33151 -0.263
C -1.81284 -0.41663 -1.25934 0.226
C -0.38058 1.47259 -0.43291 0.369
C 3.93643 -0.52807 -0.10413 -0.106
C 2.96573 -1.66146 -0.05742 -0.110
C 1.85491 0.26555 -0.09085 0.796
N 0.98299 1.22855 -0.40927 -0.509
N -0.65584 2.81471 -0.57782 -0.774
O 3.09429 0.64320 -0.03596 -0.451
O 1.62592 -1.01455 -0.21080 -0.416
H -4.19861 -0.25095 1.63126 0.231
H -4.50221 -1.79900 0.31658 0.239
H -2.50448 1.62124 1.46603 0.241
H -3.11356 -1.80331 -2.07197 0.247
H 4.70564 -0.41475 0.78337 0.245
H 4.36171 -0.48937 -1.10909 0.213
H 3.24000 -2.45083 -0.66231 0.231
H 3.04738 -2.09900 0.90341 0.207
H 1.59878 2.03520 -0.41225 0.429
H -1.62266 3.24148 -0.67330 0.445
H 0.13057 3.46932 -0.59990 0.394
```

Calculated values
Net charge   +1
Energy   -647.21284 Eh
M   191.21 g/mol
Relative energy (zero: lowest compared OMol25 entry of this formula, charge and spin)   439.4 kJ/mol
Orbital gap (alpha / beta)   0.3384 / 0.2234 hartree
Lowest unoccupied orbital energy (alpha / beta)   -0.1215 / -0.1385 Eh
E_HOMO (alpha / beta)   -12.51 / -9.85 eV

Entry 6:
Entry from the Open Molecules 2025 dataset: the molecule C4H11N3 in a non-equilibrium geometry (wB97M-V/def2-TZVPD).

XYZ file:
```
18
Properties=species:S:1:pos:R:3:nbo_charge:R:1
H 2.86042 2.35797 0.64012 0.344
N 1.94344 1.94543 0.55183 -0.708
C 1.91481 1.15937 -0.44042 0.280
N 0.92611 0.21344 -0.63119 -0.615
C -0.39546 0.63631 -0.11020 -0.249
C -1.56322 -0.17586 -0.63156 -0.421
C -1.70684 -1.58946 0.03448 -0.211
N -0.87679 -1.74599 1.23061 -0.847
H 2.78157 1.04312 -1.10359 0.143
H 0.80694 -0.12799 -1.57208 0.373
H -0.34314 0.56406 0.97254 0.236
H -0.59478 1.70093 -0.29848 0.196
H -1.54193 -0.34357 -1.70949 0.193
H -2.51934 0.33068 -0.47478 0.217
H -1.33484 -2.25165 -0.76676 0.154
H -2.73297 -1.81857 0.31228 0.194
H 0.09168 -1.80297 0.95771 0.360
H -1.10028 -2.59617 1.73866 0.361
```

Calculated values
Net charge   0
Energy   -323.24877 Eh
M   101.15 g/mol
Relative energy (zero: lowest compared OMol25 entry of this formula, charge and spin)   151.7 kJ/mol
Orbital gap   0.3676 hartree
Lowest unoccupied orbital energy   0.0350 Eh
E_HOMO   -9.05 eV